A 11-piece molecular cluster, C50H82F24O25 overall. Source: the Open Molecules 2025 dataset; level of theory: ωB97M-V/def2-TZVPD.

Structure (XYZ):
```
181
Properties=species:S:1:pos:R:3:mulliken_charge:R:1
C 3.320 4.071 2.729 -0.311
O 2.382 4.411 1.728 -0.043
C 1.721 5.644 1.862 -0.982
C 0.506 5.687 2.797 0.083
O 0.918 5.377 4.095 0.495
C 1.288 6.504 4.875 -0.939
C 1.979 6.069 6.145 -0.263
O 3.340 5.803 5.903 -0.238
C 4.194 6.101 6.969 -0.838
H 4.123 4.821 2.797 0.419
H 3.682 3.098 2.407 0.033
H 2.969 4.011 3.763 -0.157
H 1.442 6.020 0.875 0.307
H 2.446 6.377 2.254 0.418
H -0.189 4.929 2.433 -0.610
H 0.024 6.659 2.640 0.495
H 0.415 7.136 5.075 0.417
H 1.996 7.091 4.274 0.423
H 1.464 5.165 6.498 -0.162
H 1.788 6.888 6.852 0.600
H 3.974 7.070 7.428 0.326
H 5.199 6.192 6.554 0.276
H 4.246 5.339 7.753 0.273
C 1.896 -3.267 -5.724 -0.685
O 2.439 -2.030 -5.343 -0.149
C 2.372 -1.004 -6.331 -0.822
C 2.466 0.294 -5.580 0.023
O 3.666 0.203 -4.809 -0.388
C 3.680 1.144 -3.763 0.665
C 4.910 0.872 -2.909 -0.868
O 4.978 1.887 -1.943 -0.259
C 5.994 1.691 -0.986 -0.804
H 2.245 -3.963 -4.966 0.016
H 2.213 -3.620 -6.711 0.439
H 0.796 -3.243 -5.722 0.275
H 1.481 -1.170 -6.942 0.433
H 3.247 -1.174 -6.971 0.361
H 1.552 0.432 -4.998 -0.051
H 2.643 1.129 -6.269 0.408
H 2.828 0.995 -3.081 -0.398
H 3.669 2.168 -4.153 0.350
H 5.767 0.935 -3.602 0.559
H 4.892 -0.152 -2.516 0.232
H 6.010 2.452 -0.206 0.221
H 6.989 1.750 -1.448 0.328
H 5.838 0.712 -0.514 0.328
C 0.805 1.736 2.589 -0.380
O 1.292 0.808 1.643 1.165
C 2.233 1.130 0.673 -0.090
C 2.273 -0.021 -0.297 -0.273
O 1.053 -0.117 -0.990 0.974
C 1.091 -1.132 -1.981 0.098
C -0.051 -1.036 -2.943 -0.775
O -1.361 -1.289 -2.455 -0.204
C -1.643 -2.607 -2.076 0.054
H -0.118 1.387 3.045 0.337
H 0.691 2.747 2.186 -0.623
H 1.592 1.840 3.353 -0.158
H 3.214 1.438 1.053 0.139
H 1.911 2.013 0.097 -0.483
H 2.449 -0.964 0.245 -0.102
H 3.106 0.097 -1.000 -0.236
H 1.106 -2.104 -1.444 -0.073
H 2.035 -1.216 -2.546 0.395
H 0.097 -1.643 -3.842 0.133
H -0.133 0.009 -3.253 -0.118
H -0.952 -3.094 -1.373 0.138
H -1.688 -3.273 -2.952 0.262
H -2.625 -2.632 -1.599 -0.384
C 1.255 2.386 6.375 -0.148
C 2.406 1.552 6.881 -0.927
O 3.159 1.009 5.782 -0.272
C 2.819 -0.197 5.390 0.477
O 1.968 -0.863 5.842 -0.570
C 3.714 -0.673 4.217 0.898
F 4.675 0.195 3.919 -0.295
F 4.240 -1.849 4.506 -0.275
F 2.925 -0.831 3.147 -0.128
H 0.505 1.758 5.894 0.323
H 1.609 3.121 5.651 -0.291
H 0.794 2.913 7.209 0.541
H 2.068 0.730 7.515 0.375
H 3.107 2.122 7.489 0.405
C 0.820 -5.786 -2.876 -0.072
C 0.959 -7.099 -3.628 -0.611
O 2.227 -7.702 -3.315 -0.315
C 3.263 -7.287 -4.002 0.408
O 3.242 -6.554 -4.933 -0.504
C 4.554 -8.063 -3.630 0.832
F 5.571 -7.195 -3.647 -0.245
F 4.457 -8.642 -2.440 -0.233
F 4.806 -9.013 -4.551 -0.252
H 1.603 -5.107 -3.216 0.131
H 0.881 -5.907 -1.797 0.357
H -0.149 -5.346 -3.113 -0.191
H 0.821 -7.047 -4.706 0.409
H 0.192 -7.770 -3.239 0.279
C -5.660 -3.545 0.518 -1.300
C -4.386 -4.312 0.662 0.567
O -4.223 -5.187 -0.455 -0.263
C -3.070 -5.765 -0.659 0.430
O -2.054 -5.465 -0.117 -0.539
C -3.086 -6.814 -1.785 0.964
F -4.316 -7.098 -2.176 -0.257
F -2.461 -6.226 -2.832 -0.203
F -2.395 -7.900 -1.453 -0.266
H -5.645 -2.961 -0.406 0.113
H -5.798 -2.752 1.251 0.439
H -6.555 -4.163 0.442 0.372
H -4.228 -4.817 1.620 0.410
H -3.546 -3.606 0.664 -0.472
C -2.754 6.230 8.491 -1.378
C -1.568 6.129 7.565 -0.104
O -1.922 5.691 6.250 -0.279
C -1.973 4.386 6.075 0.265
O -1.607 3.596 6.865 -0.533
C -2.486 3.953 4.695 1.013
F -3.733 3.449 4.851 -0.295
F -2.513 4.947 3.807 -0.239
F -1.695 2.965 4.227 -0.191
H -3.454 7.037 8.298 0.328
H -2.364 6.336 9.509 0.377
H -3.291 5.282 8.576 0.367
H -0.818 5.440 7.956 0.259
H -1.059 7.090 7.494 0.387
C -6.895 -5.487 -8.636 -1.101
C -6.039 -6.156 -7.579 -0.275
O -5.189 -5.219 -6.914 -0.251
C -5.584 -4.789 -5.739 0.207
O -6.599 -5.009 -5.187 -0.487
C -4.602 -3.762 -5.139 1.037
F -5.300 -2.691 -4.747 -0.250
F -4.022 -4.258 -4.021 -0.278
F -3.639 -3.394 -5.981 -0.272
H -7.423 -6.247 -9.210 0.378
H -6.301 -4.862 -9.300 0.295
H -7.625 -4.859 -8.121 0.284
H -5.423 -6.956 -8.000 0.370
H -6.663 -6.751 -6.906 0.324
C -1.384 -2.320 2.104 -1.474
C 0.036 -1.995 1.655 1.403
O 0.849 -3.136 1.367 -0.185
C 1.464 -3.762 2.348 0.406
O 1.296 -3.552 3.495 -0.506
C 2.461 -4.798 1.785 0.811
F 2.917 -4.444 0.583 -0.184
F 3.512 -4.927 2.587 -0.261
F 1.839 -5.984 1.725 -0.254
H -1.356 -2.567 3.171 0.495
H -1.736 -3.238 1.635 0.104
H -2.011 -1.436 2.019 0.459
H 0.556 -1.381 2.391 -0.264
H -0.021 -1.375 0.760 -0.569
C -2.206 3.017 0.660 -0.105
C -2.093 1.529 0.410 1.160
O -3.395 0.976 0.174 -0.435
C -3.922 1.012 -1.032 0.193
O -3.568 1.703 -1.932 -0.465
C -5.120 0.032 -1.184 0.982
F -6.210 0.695 -1.612 -0.271
F -4.813 -0.905 -2.106 -0.228
F -5.364 -0.568 0.003 -0.262
H -2.214 3.595 -0.263 -0.241
H -1.295 3.361 1.164 -0.525
H -3.051 3.300 1.285 0.561
H -1.744 0.967 1.278 -0.184
H -1.322 1.315 -0.333 -0.241
C 1.034 4.827 -1.797 -1.619
C 0.125 3.692 -2.199 0.870
O -1.207 4.194 -2.416 -0.232
C -1.703 4.183 -3.634 0.368
O -1.196 3.832 -4.636 -0.538
C -3.190 4.595 -3.599 0.901
F -3.420 5.597 -4.473 -0.277
F -3.982 3.572 -3.941 -0.247
F -3.561 4.987 -2.375 -0.260
H 0.588 5.461 -1.026 0.260
H 1.171 5.501 -2.646 0.472
H 1.982 4.456 -1.426 0.458
H 0.046 2.922 -1.434 -0.441
H 0.503 3.151 -3.064 0.271
```

Values from the calculation:
Energy above the lowest of the compared OMol25 structures with the same formula, charge and spin (eV): 0.462
E_HOMO (eV): -9.54
Multiplicity: 1
F_max (eV Å⁻¹): 2.24

***

C47H96BGeN10Si4Ti as an isolated structure. Source: the Open Molecules 2025 dataset; level of theory: ωB97M-V/def2-TZVPD.

Structure (XYZ):
```
160
Properties=species:S:1:pos:R:3:lowdin_spin:R:1
Ti -0.512 -0.733 0.480 0.011
C 4.299 -2.565 1.522 0.000
C 2.783 -2.730 1.631 0.000
C 2.477 -4.053 2.353 0.000
C 2.144 -1.640 2.431 0.000
C 2.584 -1.217 3.685 0.000
C 1.615 -0.378 4.189 0.000
C 1.748 0.436 5.459 0.000
C 3.156 0.281 6.037 0.000
C 0.730 0.158 6.565 0.000
N 0.626 -0.293 3.248 0.000
N 0.994 -1.031 2.143 0.000
B -0.911 -0.119 3.372 0.000
N -1.570 -1.526 2.939 0.000
N -1.327 -2.045 1.677 0.000
C -1.640 -3.351 1.654 0.000
C -2.125 -3.688 2.899 0.000
C -2.058 -2.541 3.686 0.000
C -2.427 -2.557 5.142 0.000
C -3.083 -1.307 5.720 0.000
C -1.194 -2.988 5.948 0.000
C -1.473 -4.225 0.443 0.000
C -0.373 -5.270 0.645 0.000
C -2.797 -4.921 0.112 0.000
N -1.423 1.039 2.450 0.000
N -1.581 0.913 1.065 0.001
C -2.363 1.963 0.653 0.000
C -2.651 2.730 1.762 0.000
C -2.047 2.160 2.861 0.000
C -2.025 2.843 4.206 0.000
C -0.594 3.082 4.674 0.000
C -2.909 2.226 5.286 0.000
C -2.951 2.479 -0.664 0.001
C -2.313 3.819 -1.050 0.004
C -3.091 1.622 -1.909 0.007
H 4.708 -3.292 0.819 0.000
H 4.771 -2.751 2.488 0.000
H 4.590 -1.568 1.196 0.000
H 2.338 -2.749 0.632 0.000
H 3.027 -4.093 3.295 0.000
H 2.788 -4.906 1.749 0.000
H 1.418 -4.158 2.586 0.000
H 3.500 -1.505 4.168 0.000
H 1.654 1.481 5.154 0.000
H 3.332 -0.739 6.385 0.000
H 3.266 0.943 6.895 0.000
H 3.928 0.540 5.313 0.000
H 0.832 -0.863 6.934 0.000
H -0.301 0.315 6.259 0.000
H 0.930 0.827 7.403 0.000
H -1.230 0.128 4.475 0.000
H -2.484 -4.651 3.224 0.000
H -3.155 -3.369 5.207 0.000
H -2.339 -0.642 6.152 0.000
H -3.759 -1.595 6.524 0.000
H -3.659 -0.752 4.979 0.000
H -0.367 -2.300 5.773 0.000
H -0.866 -3.990 5.670 0.000
H -1.423 -2.986 7.014 0.000
H -1.167 -3.592 -0.397 0.000
H -0.482 -5.776 1.606 0.000
H 0.618 -4.824 0.601 0.000
H -0.435 -6.025 -0.139 0.000
H -3.011 -5.693 0.852 0.000
H -2.733 -5.409 -0.861 0.000
H -3.642 -4.232 0.100 0.000
H -3.236 3.634 1.765 0.000
H -2.459 3.819 3.976 0.000
H -0.059 2.141 4.749 0.000
H -0.594 3.553 5.657 0.000
H -0.052 3.729 3.982 0.000
H -2.494 1.302 5.675 0.000
H -3.916 2.025 4.918 0.000
H -2.990 2.927 6.116 0.000
H -3.974 2.714 -0.353 0.000
H -1.347 3.658 -1.528 0.007
H -2.175 4.474 -0.192 0.000
H -2.957 4.326 -1.766 0.000
H -3.549 0.660 -1.707 0.000
H -3.761 2.135 -2.600 0.000
H -2.140 1.509 -2.444 0.013
N -3.975 -1.077 0.757 0.000
C -4.186 -1.515 -0.615 0.000
C -2.903 -1.781 -1.439 0.000
N -1.674 -1.016 -1.117 0.001
H -4.162 -1.817 1.423 0.000
H -4.598 -0.315 0.989 0.000
H -4.793 -0.777 -1.138 0.000
H -4.762 -2.443 -0.663 0.000
H -3.131 -1.579 -2.488 0.000
H -2.636 -2.833 -1.393 0.000
H -1.749 -0.073 -1.497 0.003
H -0.793 -1.586 -1.825 0.000
C 1.948 1.219 0.547 0.009
C 2.199 0.013 -0.305 0.014
C 3.455 -0.325 -0.674 0.001
C 3.651 -1.470 -1.483 0.000
C 2.593 -2.152 -1.978 0.000
C 1.253 -1.724 -1.697 0.004
N 1.097 -0.718 -0.726 0.012
N 0.181 -2.192 -2.282 0.001
Si 0.109 -3.314 -3.661 0.000
C 0.415 -5.043 -3.033 0.000
C -1.621 -3.184 -4.333 0.000
C 1.340 -2.859 -4.994 0.000
H 2.362 2.095 0.046 0.003
H 2.421 1.120 1.525 0.000
H 0.889 1.441 0.702 0.002
H 4.289 0.280 -0.347 0.000
H 4.657 -1.787 -1.726 0.000
H 2.730 -3.011 -2.618 0.000
H -0.440 -5.417 -2.466 0.000
H 1.301 -5.116 -2.397 0.000
H 0.564 -5.717 -3.880 0.000
H -2.360 -3.676 -3.698 0.000
H -1.658 -3.676 -5.308 0.000
H -1.926 -2.146 -4.489 0.000
H 1.906 -3.742 -5.300 0.000
H 2.058 -2.093 -4.700 0.000
H 0.816 -2.485 -5.875 0.000
C -1.397 1.279 -5.328 0.006
Si -0.727 2.987 -4.858 0.075
C 0.070 3.835 -6.328 0.027
C -2.176 4.106 -4.438 0.000
Ge 0.951 2.597 -3.168 0.542
Si 2.788 1.951 -4.574 0.072
C 3.425 3.577 -5.291 0.035
C 2.134 0.799 -5.906 0.000
C 4.262 1.094 -3.796 -0.001
Si 1.625 4.450 -1.776 0.083
C 3.512 4.497 -1.773 0.007
C 1.043 4.439 0.031 0.001
C 0.950 5.989 -2.602 0.027
H -1.270 1.085 -6.396 0.000
H -2.466 1.210 -5.110 0.000
H -0.885 0.478 -4.790 0.005
H -0.660 3.878 -7.141 0.004
H 0.970 3.357 -6.709 0.000
H 0.324 4.864 -6.063 0.000
H -2.628 4.397 -5.391 0.000
H -1.868 5.023 -3.934 0.000
H -2.955 3.629 -3.843 0.000
H 2.747 4.416 -5.134 0.004
H 3.593 3.491 -6.367 0.004
H 4.382 3.831 -4.829 0.001
H 1.589 1.321 -6.693 0.000
H 1.459 0.056 -5.476 0.001
H 2.962 0.262 -6.377 0.000
H 4.593 1.547 -2.860 0.000
H 4.069 0.035 -3.625 0.000
H 5.084 1.170 -4.513 0.000
H 3.915 4.436 -0.759 0.001
H 3.868 5.434 -2.206 0.000
H 3.951 3.687 -2.356 0.001
H 0.275 3.701 0.256 0.000
H 0.635 5.423 0.277 0.000
H 1.887 4.262 0.701 0.000
H 1.384 6.121 -3.596 0.001
H 1.187 6.880 -2.013 0.004
H -0.135 5.942 -2.714 0.000
```

Values from the calculation:
Energy above the lowest of the compared OMol25 structures with the same formula, charge and spin (eV): 0.000
E_HOMO (spin up / spin down) (eV): -11.16 / -12.22
Multiplicity: 2
F_max (eV Å⁻¹): 1.84
Total charge: +2

***

One molecule with the formula C9H12O2. Source: the Open Molecules 2025 dataset; level of theory: ωB97M-V/def2-TZVPD.

Structure (XYZ):
```
23
Properties=species:S:1:pos:R:3:mulliken_charge:R:1
C -1.701 0.863 -0.033 0.322
C -0.400 0.625 0.261 -0.284
C 0.712 1.602 0.269 -0.581
C 2.041 0.874 0.293 -0.705
C 2.056 -0.287 -0.721 -0.645
C 0.929 -1.377 -0.417 -1.004
C -0.156 -0.826 0.484 0.462
C -1.567 -1.507 0.372 -0.826
C -2.485 -0.372 -0.001 0.737
H -3.286 1.836 -0.452 0.317
H 0.625 2.246 -0.624 0.269
H 0.664 2.278 1.137 0.306
H 2.852 1.590 0.097 0.390
H 2.228 0.493 1.304 0.302
H 3.002 -0.814 -0.666 0.339
H 1.979 0.157 -1.721 0.325
H 1.421 -2.258 -0.004 0.326
H 0.456 -1.692 -1.350 0.329
H 0.229 -0.840 1.529 0.335
H -1.669 -2.233 -0.444 0.283
H -1.928 -1.972 1.294 0.300
O -2.323 2.041 -0.354 -0.631
O -3.680 -0.428 -0.253 -0.668
```

Values from the calculation:
Energy above the lowest of the compared OMol25 structures with the same formula, charge and spin (eV): 0.039
E_HOMO (eV): -8.74
Multiplicity: 1
F_max (eV Å⁻¹): 2.16

***

A 4-piece molecular cluster, C16H27FN4O2 overall. Source: the Open Molecules 2025 dataset; level of theory: ωB97M-V/def2-TZVPD.

Structure (XYZ):
```
50
Properties=species:S:1:pos:R:3:mulliken_charge:R:1
N -0.864 -0.473 1.786 -0.588
C 0.294 0.298 2.243 1.550
F 1.087 0.594 1.218 -0.369
C 1.011 -0.462 3.394 -0.898
C 0.643 0.421 4.598 -0.539
O 0.248 1.718 4.148 -0.357
C -0.333 1.555 2.928 0.096
O -1.178 2.233 2.542 -0.465
H -1.504 -0.445 2.571 0.259
H -1.255 0.009 0.981 0.097
H 2.065 -0.385 3.141 0.297
H 0.567 -1.446 3.353 0.325
H 1.535 0.590 5.198 0.300
H -0.118 -0.013 5.245 0.292
C 1.322 -5.515 -0.736 -1.370
C 0.832 -4.111 -1.071 -0.341
C 0.588 -3.248 0.171 0.198
C -0.443 -3.869 1.024 0.221
N -1.231 -4.371 1.671 -0.526
H 0.582 -6.068 -0.155 0.373
H 1.510 -6.082 -1.648 0.377
H 2.251 -5.479 -0.163 0.318
H -0.091 -4.184 -1.652 0.105
H 1.572 -3.616 -1.704 0.397
H 0.252 -2.251 -0.115 -0.094
H 1.507 -3.138 0.750 0.328
C 0.626 4.179 1.021 -0.941
C 0.641 5.648 0.619 -0.625
C 0.601 5.849 -0.899 -0.450
C 1.772 5.226 -1.538 0.252
N 2.680 4.745 -2.024 -0.432
H 1.507 3.653 0.647 0.336
H 0.625 4.084 2.106 0.291
H -0.262 3.676 0.638 0.323
H 1.536 6.124 1.028 0.332
H -0.220 6.151 1.064 0.334
H 0.599 6.912 -1.142 0.303
H -0.303 5.405 -1.319 0.277
C -2.780 -2.064 -3.488 -1.047
C -1.705 -1.197 -4.134 -0.479
C -0.634 -0.737 -3.140 0.150
C -1.237 0.069 -2.067 0.281
N -1.708 0.693 -1.242 -0.538
H -3.330 -1.515 -2.722 0.356
H -3.503 -2.392 -4.235 0.334
H -2.343 -2.952 -3.026 0.190
H -2.175 -0.326 -4.595 0.299
H -1.222 -1.760 -4.935 0.318
H 0.121 -0.133 -3.645 0.339
H -0.134 -1.598 -2.692 -0.189
```

Values from the calculation:
E_HOMO (eV): -9.68
Multiplicity: 1
F_max (eV Å⁻¹): 4.24

***

A 5-piece molecular cluster, C21H25BF9NO12S overall. Source: the Open Molecules 2025 dataset; level of theory: ωB97M-V/def2-TZVPD.

Structure (XYZ):
```
70
Properties=species:S:1:pos:R:3:mulliken_charge:R:1
F -3.130 -1.211 1.121 -0.268
C -2.592 -1.012 -0.071 0.673
F -1.851 -2.073 -0.374 -0.229
F -1.804 0.053 -0.069 -0.249
C -3.709 -0.890 -1.151 0.603
F -4.618 -1.868 -0.938 -0.275
F -3.116 -1.123 -2.350 -0.295
C -4.420 0.477 -1.294 0.724
F -3.514 1.403 -1.690 -0.254
F -5.325 0.354 -2.295 -0.287
C -5.153 0.998 -0.041 0.328
F -5.589 2.272 -0.374 -0.388
F -4.262 1.155 0.980 -0.283
B -6.469 0.201 0.438 0.339
N -7.484 -0.181 -0.493 -0.325
C -7.877 -1.326 -0.530 0.556
S -8.387 -2.786 -0.588 -0.356
H -6.614 -0.056 1.588 -0.037
C -3.400 4.729 -0.849 -0.942
C -3.820 6.111 -0.424 0.537
C -2.715 7.142 -0.364 -0.513
O -3.204 8.048 0.633 -0.331
C -4.021 7.348 1.459 0.626
O -4.449 7.753 2.488 -0.536
O -4.274 6.120 0.943 -0.324
H -4.217 4.025 -0.716 -0.024
H -3.098 4.723 -1.897 0.409
H -2.565 4.374 -0.242 0.228
H -4.645 6.466 -1.048 0.260
H -2.553 7.663 -1.304 0.314
H -1.770 6.719 -0.014 0.316
C 0.052 0.253 4.064 -1.051
C 0.516 1.648 3.746 0.457
C 0.137 2.142 2.368 -0.061
O 1.185 3.082 2.088 -0.354
C 2.278 2.698 2.792 0.607
O 3.366 3.152 2.650 -0.559
O 1.955 1.723 3.674 -0.382
H 0.485 -0.095 5.002 0.416
H -1.034 0.220 4.147 0.374
H 0.361 -0.435 3.283 -0.080
H 0.189 2.353 4.516 0.292
H -0.833 2.632 2.333 0.319
H 0.173 1.346 1.620 0.007
C 3.197 -4.460 0.415 -1.142
C 2.225 -3.333 0.214 0.679
C 2.707 -1.971 0.662 -0.446
O 1.467 -1.310 0.981 -0.296
C 0.573 -2.264 1.325 0.571
O -0.490 -2.033 1.812 -0.538
O 1.047 -3.491 1.043 -0.372
H 2.721 -5.419 0.211 0.372
H 4.046 -4.322 -0.256 0.068
H 3.551 -4.488 1.448 0.367
H 1.889 -3.300 -0.826 0.193
H 3.244 -1.425 -0.106 0.266
H 3.314 -2.020 1.567 0.374
C 8.291 -4.104 -4.358 -1.451
C 7.597 -4.307 -3.037 0.521
C 6.506 -5.354 -3.027 -0.524
O 5.646 -4.878 -1.980 -0.308
C 5.801 -3.538 -1.902 0.631
O 5.111 -2.805 -1.265 -0.524
O 6.847 -3.136 -2.653 -0.370
H 8.948 -3.236 -4.313 0.355
H 8.886 -4.980 -4.612 0.386
H 7.566 -3.924 -5.153 0.349
H 8.328 -4.501 -2.248 0.249
H 6.862 -6.355 -2.798 0.306
H 5.936 -5.373 -3.958 0.298
```

Values from the calculation:
E_HOMO (eV): -10.23
Multiplicity: 1
F_max (eV Å⁻¹): 0.84

***

no.,molar mass (g/mol)
1,1539.13
2,1044.99
3,152.19
4,326.42
5,697.29